{"formula": "C9H26BrN4O3Y", "method": "the ωB97M-V functional and the def2-TZVPD basis", "species": ["Y", "Br", "C", "O", "N", "N", "H", "H", "H", "H", "C", "C", "C", "O", "C", "N", "H", "H", "H", "H", "H", "H", "H", "H", "H", "H", "H", "C", "C", "C", "O", "C", "N", "H", "H", "H", "H", "H", "H", "H", "H", "H", "H", "H"], "positions_angstrom": [[0.405, -6.152, 7.692], [-1.058, -3.232, 3.676], [-8.050, -1.760, 6.409], [-7.364, -1.087, 7.147], [-7.694, -2.428, 5.407], [-9.302, -1.982, 6.690], [-6.818, -2.126, 5.005], [-8.416, -2.956, 4.937], [-9.660, -1.543, 7.527], [-9.703, -2.807, 6.268], [2.712, 3.714, 0.834], [1.443, 4.581, 0.691], [1.543, 5.472, -0.588], [2.506, 6.521, -0.373], [2.202, 7.443, 0.728], [0.373, 3.629, 0.572], [3.543, 4.143, 1.394], [3.100, 3.447, -0.149], [2.657, 2.772, 1.380], [1.229, 5.207, 1.557], [0.497, 5.770, -0.657], [1.765, 4.854, -1.458], [2.192, 6.972, 1.711], [1.163, 7.701, 0.523], [2.925, 8.259, 0.728], [0.461, 3.240, -0.355], [0.435, 2.875, 1.241], [0.527, -3.466, -4.280], [1.820, -4.186, -3.715], [3.028, -3.295, -3.189], [3.425, -2.243, -4.086], [3.939, -2.584, -5.366], [1.320, -5.062, -2.616], [-0.221, -3.130, -3.562], [-0.027, -4.247, -4.801], [0.622, -2.685, -5.034], [2.131, -4.736, -4.603], [3.890, -3.921, -2.958], [2.752, -2.795, -2.261], [4.197, -1.814, -6.092], [3.248, -3.285, -5.835], [4.776, -3.277, -5.287], [1.055, -4.350, -1.950], [0.433, -5.451, -2.901]], "forces_ev_per_angstrom": [[-0.02, 0.04, -0.04], [0.04, -0.03, 0.06], [-0.67, 1.69, 3.91], [1.66, 1.48, 0.51], [3.13, -2.51, -5.12], [-3.83, -0.13, 1.28], [-0.21, -0.69, -0.48], [0.86, 0.21, -0.66], [-0.26, -0.45, -0.15], [-0.67, 0.38, 0.68], [1.54, -0.35, 0.15], [0.43, -0.53, 0.17], [0.14, 0.34, 2.19], [-0.50, -0.75, 0.13], [-0.81, -1.17, -1.06], [0.15, 0.10, -0.86], [-0.04, 0.95, -0.19], [-0.07, 0.11, -0.10], [-0.93, -0.12, 0.03], [0.31, -0.15, 0.08], [-0.04, 1.02, -0.47], [0.54, 0.36, -0.03], [0.42, -0.20, -0.03], [0.04, 0.93, 0.26], [-0.29, -0.14, -0.36], [-0.53, -0.49, -0.26], [-0.34, 0.07, 0.34], [-0.25, -0.11, -0.20], [-0.70, 0.50, -0.27], [-0.66, 0.32, -1.24], [-0.19, 0.46, 0.21], [-0.34, -2.41, 0.11], [0.84, 1.44, -0.91], [0.48, 0.30, 0.54], [0.13, -0.28, -0.12], [0.69, 0.17, 0.19], [0.40, -0.53, 0.49], [0.02, -0.37, -0.19], [-0.13, 0.15, -0.10], [-0.34, 0.59, 0.91], [-0.58, 0.32, -0.46], [0.73, 0.29, 0.40], [-0.09, -0.20, 0.86], [-0.02, -0.64, -0.19]], "spin_multiplicity": 1, "e_homo_ev": -13.05, "charge": 2, "total_energy_ev": -92915.178}

{"formula": "C9H26GaN2O3", "method": "the ωB97M-V functional and the def2-TZVPD basis", "species": ["C", "C", "O", "C", "N", "C", "C", "O", "Ga", "H", "H", "H", "H", "H", "H", "H", "H", "H", "H", "H", "H", "H", "H", "H", "C", "C", "C", "O", "C", "N", "H", "H", "H", "H", "H", "H", "H", "H", "H", "H", "H"], "positions_angstrom": [[-2.179, -3.104, -2.590], [-1.171, -1.978, -2.680], [-1.650, -1.081, -3.686], [-0.943, -1.266, -1.354], [-2.159, -0.954, -0.640], [-1.924, -0.214, 0.586], [-1.584, 1.261, 0.438], [-2.611, 1.977, -0.152], [-2.479, 2.352, -2.018], [-1.939, -3.760, -1.754], [-3.172, -2.697, -2.419], [-2.193, -3.668, -3.521], [-0.204, -2.391, -2.988], [-0.908, -0.618, -4.072], [-0.331, -0.374, -1.549], [-0.355, -1.952, -0.732], [-2.819, -0.466, -1.236], [-1.131, -0.724, 1.143], [-2.831, -0.262, 1.195], [-1.428, 1.635, 1.468], [-0.619, 1.391, -0.078], [-0.982, 1.982, -2.503], [-3.602, 1.433, -2.735], [-2.803, 3.919, -2.214], [3.630, 1.626, 2.515], [2.383, 0.943, 3.068], [2.141, -0.468, 2.511], [1.608, -0.511, 1.208], [2.526, -0.350, 0.149], [1.234, 1.826, 2.872], [3.461, 2.011, 1.509], [3.898, 2.475, 3.143], [4.480, 0.940, 2.484], [2.528, 0.818, 4.147], [1.385, -0.950, 3.137], [3.057, -1.075, 2.572], [3.490, -0.816, 0.384], [2.683, 0.703, -0.099], [2.099, -0.841, -0.725], [0.420, 1.428, 3.332], [0.992, 1.800, 1.884]], "forces_ev_per_angstrom": [[0.00, 0.05, 0.03], [-0.18, 0.18, -0.12], [-0.17, -0.49, -0.06], [0.05, -0.03, -0.03], [-0.13, -0.35, -0.11], [-0.15, -0.06, 0.20], [-0.15, 0.28, 0.34], [0.26, -0.06, -0.31], [-0.37, 0.11, -0.11], [0.01, -0.10, 0.02], [-0.04, 0.04, 0.03], [0.02, -0.07, -0.02], [0.10, -0.02, -0.06], [0.12, 0.36, 0.12], [0.13, 0.01, -0.07], [0.09, 0.07, 0.13], [0.07, 0.24, -0.04], [0.07, -0.03, 0.02], [-0.08, -0.03, -0.01], [0.10, 0.01, 0.05], [0.08, -0.06, -0.12], [0.08, -0.06, 0.09], [0.08, 0.01, 0.04], [0.03, 0.00, 0.03], [0.07, -0.01, 0.04], [0.00, 0.08, -0.12], [-0.03, -0.06, 0.10], [0.02, -0.04, -0.04], [-0.07, 0.00, -0.02], [0.03, -0.20, 0.01], [-0.02, -0.04, -0.02], [-0.03, 0.02, -0.01], [-0.01, 0.00, -0.01], [-0.01, -0.04, 0.01], [-0.01, 0.00, 0.00], [0.03, 0.05, -0.03], [0.02, 0.02, 0.01], [0.06, 0.00, 0.01], [-0.02, 0.01, 0.01], [-0.01, 0.07, 0.03], [-0.06, 0.13, 0.00]], "spin_multiplicity": 1, "e_homo_ev": -4.23, "charge": -1, "total_energy_ev": -71253.067}

{"formula": "C9H26InLi3O21P2", "method": "the ωB97M-V functional and the def2-TZVPD basis", "species": ["Li", "Li", "Li", "In", "C", "C", "C", "O", "C", "C", "C", "O", "O", "O", "H", "H", "P", "O", "O", "O", "O", "P", "O", "O", "O", "O", "O", "H", "H", "O", "H", "H", "O", "H", "H", "O", "H", "H", "O", "H", "H", "O", "H", "H", "C", "O", "H", "H", "H", "H", "C", "O", "H", "H", "H", "H", "C", "O", "H", "H", "H", "H"], "positions_angstrom": [[-2.737, 0.665, -1.062], [-0.755, -0.112, 1.647], [-0.918, 3.084, 0.205], [1.969, 2.504, 2.409], [1.548, -1.269, 4.991], [1.419, -2.421, 5.829], [0.375, -3.451, 5.471], [0.121, -4.406, 6.202], [-0.338, -3.308, 4.253], [-0.143, -2.204, 3.378], [0.846, -1.100, 3.786], [1.008, -0.171, 2.968], [-0.720, -2.131, 2.271], [2.062, -2.439, 6.844], [2.319, -0.550, 5.233], [-1.183, -3.921, 3.975], [-0.307, 0.846, -0.736], [-1.298, -0.233, -0.176], [0.820, 0.381, -1.687], [0.247, 1.418, 0.585], [-1.253, 1.849, -1.405], [-1.172, 4.159, 2.273], [0.051, 4.312, 1.335], [-1.689, 5.398, 2.963], [-0.727, 3.040, 3.230], [-2.315, 3.710, 1.283], [1.039, -2.247, 0.042], [0.378, -2.460, 0.714], [0.628, -1.554, -0.489], [-2.327, 1.583, -3.960], [-1.944, 1.874, -3.118], [-1.651, 0.996, -4.337], [2.862, -1.257, -1.965], [2.163, -0.551, -2.009], [2.592, -1.808, -1.218], [-3.790, 1.810, 0.312], [-3.197, 2.575, 0.586], [-4.658, 2.066, 0.626], [0.233, 3.896, -2.045], [-0.237, 3.050, -2.078], [1.091, 3.709, -2.453], [3.022, 0.732, 0.115], [2.140, 0.629, -0.278], [3.552, 0.047, -0.307], [3.405, 1.696, -3.544], [2.368, 2.301, -2.822], [3.068, 0.768, -4.013], [3.924, 2.405, -4.183], [4.184, 1.358, -2.840], [1.912, 1.659, -2.233], [-0.845, -1.449, -3.903], [-0.072, -0.268, -4.063], [-0.990, -1.996, -4.836], [-0.410, -2.116, -3.151], [-1.834, -1.197, -3.487], [0.184, 0.013, -3.132], [-2.455, -3.662, -0.245], [-1.953, -2.640, -1.095], [-3.208, -3.237, 0.430], [-2.998, -4.418, -0.818], [-1.616, -4.115, 0.290], [-1.793, -1.839, -0.555]], "forces_ev_per_angstrom": [[-0.23, 0.39, 0.37], [0.66, 0.02, -0.08], [0.70, -0.26, -1.00], [-1.05, -0.34, -0.70], [-0.10, 0.34, -1.23], [-0.47, 1.30, -0.56], [-0.98, -1.63, 0.00], [0.53, 0.25, 0.52], [0.02, 1.93, -0.99], [0.16, -0.87, 0.33], [-0.05, -0.24, -0.71], [-0.53, 0.11, 0.44], [-0.11, 0.81, 0.31], [0.83, -1.01, 1.69], [-0.05, 0.02, 0.14], [0.21, -0.50, 0.27], [0.19, -0.43, 1.56], [0.03, -0.76, -0.87], [-1.29, 0.16, 0.95], [0.40, 0.61, -0.20], [-0.42, 0.36, -0.27], [-2.00, 1.79, 0.75], [0.44, 0.13, 0.23], [0.67, -0.11, -0.06], [0.50, -0.98, -0.09], [0.85, -0.48, 0.27], [0.24, -0.15, -0.11], [0.04, 0.12, 0.03], [-0.11, -0.15, -0.01], [-0.38, -0.16, -0.18], [0.21, 0.02, -0.10], [0.13, 0.13, 0.25], [0.07, 0.39, -0.16], [0.59, -1.05, 0.11], [-0.16, -0.01, -0.11], [0.25, -0.04, -0.38], [-0.26, -0.35, 0.24], [-0.06, -0.07, -0.04], [0.23, 0.48, -0.04], [-0.13, 0.11, -0.16], [-0.04, -0.02, 0.10], [0.18, 0.33, 0.37], [0.27, 0.01, 0.22], [-0.11, -0.04, -0.13], [0.65, -1.02, 1.41], [-0.24, 0.65, -0.05], [0.00, 0.28, -0.63], [-0.53, 0.09, -0.42], [0.01, 0.02, -0.03], [0.34, 0.14, -0.54], [-0.24, 0.17, 0.99], [-0.17, -0.18, 0.16], [0.22, 0.24, -0.15], [0.14, -0.06, -0.24], [-0.02, -0.11, -0.27], [0.06, -0.19, -1.05], [-0.03, 0.64, -0.19], [-0.62, -0.43, 0.00], [0.28, -0.18, 0.35], [0.31, 0.01, -0.26], [-0.30, -0.18, 0.27], [0.29, -0.06, -0.30]], "spin_multiplicity": 1, "e_homo_ev": -2.96, "charge": -2, "total_energy_ev": -77130.788}